## P
Density functional theory data (ωB97M-V/def2-TZVPD) for 7 unconnected molecules or ions with the total composition C28H42O21.

Geometry as ORCA input:
```
! wB97M-V def2-TZVPD RIJCOSX def2/J DEFGRID3
* xyz 0 1
O 68.472 59.354 34.756
O 68.180 64.499 33.594
O 73.133 63.488 36.237
O 72.212 69.038 38.275
O 69.904 66.061 37.323
O 73.036 64.730 34.329
O 68.979 67.672 36.369
O 70.439 64.559 40.539
O 68.817 65.580 41.590
O 68.364 67.083 38.447
O 63.911 67.771 39.250
O 66.490 63.272 34.227
O 67.891 64.161 35.783
O 72.078 67.067 39.304
O 64.486 65.985 40.487
O 68.424 64.179 39.987
O 70.638 59.268 34.826
O 62.352 66.108 39.543
O 74.924 64.311 35.288
O 69.554 57.364 34.269
O 73.322 67.187 37.413
C 71.321 67.918 40.114
C 71.267 62.383 39.974
C 69.176 63.432 38.986
C 71.219 61.652 34.668
C 74.081 63.381 37.179
C 70.594 63.690 39.445
C 75.369 63.594 36.478
C 70.798 68.356 34.990
C 65.351 67.690 39.162
C 68.898 60.708 34.813
C 69.851 67.166 35.391
C 65.711 66.741 40.273
C 68.371 63.732 31.328
C 71.648 69.306 39.515
C 63.485 66.563 39.767
C 70.544 66.021 36.033
C 73.737 64.290 35.243
C 70.449 70.318 39.526
C 67.575 63.979 34.603
C 65.928 69.081 39.403
C 69.236 64.765 40.770
C 66.413 63.075 32.857
C 69.528 58.537 34.621
C 69.072 67.019 37.367
C 70.279 60.552 35.253
C 72.566 67.660 38.226
C 76.267 64.499 37.147
C 67.456 64.250 32.422
H 70.733 62.576 34.803
H 71.260 61.728 39.092
H 70.941 64.127 38.591
H 67.856 63.755 30.275
H 75.903 65.522 37.540
H 70.432 70.741 40.502
H 68.807 62.494 38.908
H 70.303 69.131 34.208
H 69.210 64.301 31.234
H 72.045 61.532 35.238
H 72.362 69.698 40.238
H 69.001 62.925 31.760
H 66.608 66.226 40.237
H 71.710 68.012 34.501
H 69.475 69.749 39.241
H 65.405 63.397 32.305
H 71.363 68.039 41.253
H 65.825 67.447 41.178
H 65.603 69.741 38.610
H 69.293 66.993 34.550
H 68.238 61.081 35.495
H 71.457 66.239 36.060
H 70.016 65.224 35.534
H 66.859 64.993 32.075
H 67.061 69.157 39.272
H 71.041 68.983 35.748
H 77.283 64.664 36.707
H 72.262 62.611 40.455
H 66.648 62.070 32.606
H 70.557 71.093 38.910
H 71.538 61.650 33.483
H 65.582 67.476 38.054
H 65.626 69.500 40.203
H 74.026 64.241 37.757
H 76.858 64.243 37.877
H 70.704 62.038 40.883
H 70.637 60.590 36.356
H 68.756 63.813 38.164
H 70.230 67.810 39.998
H 68.917 61.311 33.833
H 73.964 62.524 38.023
H 75.865 62.553 36.331
*
```

Calculated values
HOMO-LUMO gap   10.0 eV
SMILES   C[C@H]1COC(=O)O1.C[C@H]1COC(=O)O1.C[C@H]1COC(=O)O1.C[C@H]1COC(=O)O1.C[C@H]1COC(=O)O1.C[C@H]1COC(=O)O1.C[C@H]1COC(=O)O1


## Q
Density functional theory data (ωB97M-V/def2-TZVPD) for 7 unconnected molecules or ions with the total composition C28H42O21.

Geometry as ORCA input:
```
! wB97M-V def2-TZVPD RIJCOSX def2/J DEFGRID3
* xyz 0 1
O -3.354 -2.986 4.053
O 1.641 -0.567 3.528
O 4.406 -2.005 -3.968
O 5.514 -0.771 -2.481
O 1.019 -3.980 -0.147
O 1.386 1.638 3.126
O 6.079 -2.924 -2.763
O -0.343 0.449 -1.687
O -5.581 -3.329 3.980
O -4.257 -3.931 2.263
O -2.153 2.141 -4.381
O -1.919 -1.096 -2.162
O 1.685 -3.184 -2.090
O -4.127 1.789 2.781
O 3.417 0.809 3.453
O 2.797 -2.582 -0.241
O -3.649 -0.284 2.070
O -3.645 0.494 -4.033
O -2.004 1.110 2.734
O -0.763 -1.174 -0.228
O -3.310 2.087 -2.479
C 2.099 0.515 3.388
C 5.399 -1.997 -3.040
C -1.555 3.163 -3.593
C 0.838 0.347 -0.866
C -2.858 -3.858 1.983
C 0.363 -4.789 -1.114
C 4.511 0.103 -3.003
C 1.395 1.719 -0.611
C -1.087 -0.675 -1.438
C 2.290 2.774 2.959
C -4.507 -3.387 3.482
C 1.931 -3.203 -0.767
C -1.924 2.465 3.156
C -3.294 0.771 2.472
C 3.987 -0.668 -4.226
C -1.011 -3.394 3.738
C -2.477 3.236 -2.359
C 0.296 -0.403 0.356
C 2.486 -0.624 -4.353
C 1.700 3.966 3.667
C -1.509 4.427 -4.413
C -2.300 -2.922 3.067
C 1.126 -4.982 -3.557
C -3.923 3.630 4.351
C -3.380 2.963 3.123
C 3.586 2.229 3.566
C -3.075 1.454 -3.654
C 0.613 -4.079 -2.450
H -3.099 4.129 -2.348
H -2.454 4.559 -4.945
H 2.160 -1.208 -5.218
H 0.814 -5.788 -1.113
H 1.765 2.165 -1.540
H -0.791 -4.442 3.538
H -1.507 2.480 4.165
H -2.178 -1.919 2.678
H 3.748 0.294 -2.251
H 1.067 -1.059 0.754
H 4.433 2.491 2.937
H 0.665 2.408 -0.189
H 1.978 -1.058 -3.491
H -3.292 4.462 4.669
H -3.514 3.628 2.264
H -1.304 3.093 2.517
H -0.256 -3.493 -2.752
H -1.362 5.326 -3.812
H 2.442 4.755 3.768
H -2.731 -3.406 1.003
H -2.437 -4.864 1.990
H -0.737 4.377 -5.180
H -1.882 3.120 -1.455
H -4.921 4.012 4.140
H -0.074 0.260 1.138
H 0.395 -5.762 -3.773
H 1.303 3.652 4.631
H 1.577 -0.269 -1.388
H -0.180 -2.832 3.300
H 3.733 2.493 4.612
H 2.282 1.641 0.024
H -0.680 -4.940 -0.850
H 2.072 -5.420 -3.252
H 2.081 0.376 -4.522
H -1.018 -3.186 4.803
H 4.422 -0.296 -5.155
H -3.991 2.951 5.202
H -0.542 2.909 -3.273
H 5.002 1.016 -3.331
H 1.238 -4.354 -4.439
H 0.864 4.342 3.075
H 2.351 2.869 1.875
*
```

Calculated values
HOMO-LUMO gap   9.9 eV
SMILES   C[C@H]1COC(=O)O1.C[C@H]1COC(=O)O1.C[C@H]1COC(=O)O1.C[C@H]1COC(=O)O1.C[C@H]1COC(=O)O1.C[C@H]1COC(=O)O1.C[C@H]1COC(=O)O1


Result of the stability comparison: P is the least stable of them.


## P
Density functional theory data (ωB97M-V/def2-TZVPD) for 7 unconnected molecules or ions with the total composition C28H42O21.

Geometry as ORCA input:
```
! wB97M-V def2-TZVPD RIJCOSX def2/J DEFGRID3
* xyz 0 1
O 3.540 3.580 -2.666
O 2.000 3.775 -1.072
O -0.571 -0.648 0.861
O 5.051 -4.159 -1.901
O -0.175 -7.536 -0.972
O 2.096 -2.755 6.279
O -5.061 3.039 0.556
O -4.866 7.125 -1.987
O -0.440 -1.238 -1.272
O 3.670 -3.573 -3.541
O 4.556 -5.633 -3.526
O -4.213 1.163 -0.343
O 3.058 1.816 -1.348
O 1.676 -6.375 -1.536
O 0.390 -5.746 0.185
O 0.535 -3.621 4.897
O -0.090 -2.778 0.326
O 2.478 -2.921 4.077
O -3.509 1.894 1.658
O -2.642 6.694 -1.879
O -4.104 5.019 -1.824
C -1.401 5.424 -0.197
C -1.318 -7.229 -0.188
C 0.348 1.553 0.735
C 2.023 5.079 -1.646
C 2.486 -1.975 -2.154
C -3.839 2.966 2.527
C 4.441 -4.565 -3.034
C 1.824 -3.505 2.939
C 3.222 4.953 -2.633
C 3.805 -2.379 -2.772
C -0.664 0.603 0.156
C -2.836 4.392 -1.993
C -0.322 0.188 -1.287
C 4.860 -2.766 -1.707
C -4.745 3.879 1.665
C -0.779 -6.237 0.860
C 0.696 -6.500 -0.889
C -1.876 5.525 -1.620
C 0.557 -4.107 3.564
C 2.818 -4.406 2.240
C -3.963 6.366 -1.908
C -5.967 4.376 2.383
C 2.322 6.117 -0.593
C 1.734 -3.082 5.196
C -0.363 -1.663 0.002
C 2.880 2.942 -1.677
C -4.260 1.962 0.536
C -1.867 -8.499 0.405
H -6.568 5.046 1.770
H -1.040 -8.990 0.933
H 4.153 -1.564 -3.406
H -2.188 5.011 0.433
H -0.575 4.700 -0.121
H -4.113 4.724 1.373
H -4.405 2.600 3.388
H 3.388 -4.898 3.028
H 1.809 -1.533 -2.886
H -2.941 3.466 2.880
H 3.174 5.764 -0.011
H -0.421 -6.720 1.767
H 0.731 0.434 -1.457
H 2.629 7.082 -1.003
H -2.304 -9.172 -0.329
H -2.605 -8.402 1.206
H -2.680 4.072 -3.025
H 0.139 1.765 1.782
H 1.165 5.321 -2.271
H -2.075 -6.720 -0.790
H -1.432 -5.378 0.972
H 2.361 -5.087 1.523
H 4.458 -2.600 -0.708
H 3.524 -3.829 1.639
H -1.035 5.526 -2.314
H -0.353 -3.838 3.030
H 4.071 5.596 -2.398
H 0.348 2.474 0.148
H -0.937 0.576 -2.092
H 0.541 -5.205 3.574
H 1.941 -2.759 -1.627
H 2.907 5.278 -3.628
H -5.597 4.948 3.239
H -1.673 1.010 0.190
H 1.421 -2.758 2.251
H 1.456 6.358 0.024
H 1.368 1.180 0.632
H -6.602 3.566 2.740
H 5.791 -2.209 -1.801
H -2.799 3.525 -1.337
H -0.893 6.298 0.211
H 2.666 -1.191 -1.407
*
```

Calculated values
HOMO-LUMO gap   10.3 eV
SMILES   C[C@H]1COC(=O)O1.C[C@H]1COC(=O)O1.C[C@H]1COC(=O)O1.C[C@H]1COC(=O)O1.C[C@H]1COC(=O)O1.C[C@H]1COC(=O)O1.C[C@H]1COC(=O)O1


## Q
Density functional theory data (ωB97M-V/def2-TZVPD) for 7 unconnected molecules or ions with the total composition C28H42O21.

Geometry as ORCA input:
```
! wB97M-V def2-TZVPD RIJCOSX def2/J DEFGRID3
* xyz 0 1
O -1.975 -2.056 3.004
O 2.083 -3.432 0.337
O 3.495 -4.122 1.959
O -3.451 -0.910 4.183
O -7.718 -0.264 2.878
O -5.842 -0.164 -4.421
O 1.872 3.166 -2.793
O 7.904 -1.454 -2.086
O -0.247 1.392 1.137
O -1.520 -0.169 0.157
O -5.059 -2.287 -5.045
O 1.147 2.387 -4.620
O 6.521 -0.421 -0.674
O 2.102 0.916 -3.055
O -7.635 0.491 4.964
O -3.604 -0.766 -4.233
O 3.864 -2.329 1.006
O -2.543 1.464 1.396
O -4.252 -2.370 2.689
O 6.463 0.090 -2.748
O -5.860 0.787 3.543
C -2.206 -0.328 4.477
C -7.132 0.388 3.850
C 4.877 -2.331 1.966
C 7.031 -0.681 -1.855
C -1.521 0.975 0.961
C 0.767 3.767 -4.735
C -1.137 -1.272 3.814
C 0.601 0.681 0.276
C 5.751 1.094 -2.139
C 2.208 5.410 -3.434
C -2.862 -1.920 -4.636
C -5.735 0.523 2.165
C -2.080 -2.276 -3.376
C 1.731 2.062 -3.436
C 1.196 4.212 -3.364
C 5.661 0.665 -0.690
C 4.470 -3.466 2.826
C 4.978 -0.912 2.641
C -6.929 -0.349 1.849
C -2.047 -0.096 5.948
C -3.816 -2.990 -4.935
C -0.202 -0.608 0.019
C 6.170 1.764 0.201
C 3.035 -3.265 1.067
C 1.923 0.403 0.960
C -4.885 -0.977 -4.590
C -3.367 -1.810 3.238
C -7.702 0.135 0.585
H -8.171 1.109 0.726
H 5.759 -2.624 1.396
H -1.454 -0.853 6.463
H 1.158 4.421 -5.514
H 4.827 1.304 -2.678
H -0.315 3.777 -4.866
H 0.320 4.519 -2.793
H 1.896 5.973 -4.314
H -2.233 -1.642 -5.482
H 5.663 -0.879 3.489
H 6.328 2.014 -2.234
H 2.501 -0.103 0.186
H -2.158 0.649 3.996
H -1.540 -1.418 -2.977
H 1.882 -0.064 1.944
H 4.127 -3.083 3.787
H -1.470 0.811 6.127
H 5.518 -0.213 2.003
H 2.377 1.380 1.123
H -4.816 0.014 1.871
H -7.063 0.281 -0.286
H -3.696 -3.365 -5.952
H 5.297 -4.162 2.967
H -8.409 -0.612 0.226
H 4.672 0.259 -0.475
H -3.783 -3.799 -4.206
H 2.071 6.153 -2.648
H 0.136 -1.428 0.653
H -3.029 -0.011 6.412
H 0.667 1.283 -0.631
H 6.262 1.639 1.280
H 7.195 2.073 -0.003
H -2.709 -2.757 -2.627
H -0.623 -1.929 4.516
H -6.649 -1.383 1.646
H 4.001 -0.555 2.966
H -1.331 -2.998 -3.702
H -0.478 -0.770 3.106
H 3.250 5.090 -3.406
H -0.204 -0.913 -1.027
H 5.468 2.586 0.066
H -5.772 1.476 1.638
*
```

Calculated values
HOMO-LUMO gap   10.1 eV
SMILES   C[C@H]1COC(=O)O1.C[C@H]1COC(=O)O1.C[C@H]1COC(=O)O1.C[C@H]1COC(=O)O1.C[C@H]1COC(=O)O1.C[C@H]1COC(=O)O1.C[C@H]1COC(=O)O1


Result of the stability comparison: Q is the least stable of them.